ORCA calculation (ωB97M-V/def2-TZVPD) on a 3-piece molecular cluster, C6H16N overall.

Last columns: bonded neighbours and bond lengths (Å).
Positions of all 23 atoms, in Å:
1 H 3.34 -4.01 0.08  N13 1.055
2 C -1.22 0.59 -0.49  C4 1.396, C6 1.511, H12 1.066
3 H -0.42 -0.86 -1.81  C4 1.018
4 C -0.27 0.04 -1.36  C2 1.396, H3 1.018, C22 1.520
5 H 3.06 -3.25 1.50  N13 1.027
6 C -0.96 1.79 0.38  C2 1.511, C9 1.557, H10 1.118, H17 1.134
7 H 1.85 -0.02 -1.93  C22 1.180
8 H 0.94 1.32 -2.82  C22 1.128
9 C -2.24 2.21 1.17  C6 1.557, H11 1.099, H14 1.071, H16 1.083
10 H -0.49 2.60 -0.22  C6 1.118
11 H -2.73 1.32 1.58  C9 1.099
12 H -2.23 0.30 -0.68  C2 1.066
13 N 2.73 -3.27 0.52  H1 1.055, H5 1.027, H19 1.033
14 H -2.92 2.68 0.49  C9 1.071
15 H -0.08 -1.95 0.02  C18 1.133
16 H -1.98 2.95 1.92  C9 1.083
17 H -0.12 1.41 1.04  C6 1.134
18 C -0.07 -1.00 0.64  H15 1.133, H20 1.095, H23 1.063
19 H 1.74 -3.56 0.57  N13 1.033
20 H 0.90 -0.66 1.00  C18 1.095
21 H 1.09 1.63 -1.06  C22 1.171
22 C 0.97 0.76 -1.84  C4 1.520, H7 1.180, H8 1.128, H21 1.171
23 H -0.89 -1.01 1.32  C18 1.063

Calculated values
Strongest force on any atom, eV/Å: 3.05
Spin multiplicity: 1
Energy relative to the best compared isomer or geometry (same formula, charge and spin), kcal per mole: 92.0
Energy, eV: -7961.4423
HOMO, eV: -13.277
Total charge: +1

These are the Löwdin partial charges, in e, on atoms 1 to 5: number 1, H, carries 0.042; number 2, C, carries -0.073; number 3, H, carries 0.085; number 4, C, carries -0.118; number 5, H, carries 0.012